{
  "formula": "C12H24CuF3N3OV",
  "method": "ωB97M-V/def2-TZVPD",
  "symbols": ["N", "C", "O", "Cu", "V", "N", "N", "C", "C", "C", "C", "C", "C", "C", "C", "H", "H", "H", "H", "H", "H", "H", "H", "H", "H", "H", "H", "H", "H", "H", "H", "H", "H", "C", "H", "H", "H", "C", "H", "H", "H", "F", "C", "F", "F"],
  "positions_angstrom": [[1.90165, -0.51123, -0.04750], [2.70990, -1.25622, 0.94095], [3.89588, -1.10915, 0.78613], [2.99589, -0.32046, -1.60770], [0.25856, -0.06365, 0.21971], [-0.86194, -1.47052, -0.28865], [-0.20478, 1.64667, -0.36577], [-0.31269, -2.82913, -0.38673], [0.37671, 2.95366, 0.09375], [0.84196, -2.79628, -1.39581], [-1.33450, -3.89124, -0.83115], [0.25275, -3.29021, 0.97103], [0.44320, 3.96002, -1.04554], [-0.53915, 3.49398, 1.18422], [1.76048, 2.68327, 0.65560], [0.43621, -2.41772, -2.33993], [1.25368, -3.81263, -1.53629], [1.67574, -2.12749, -1.11442], [-2.16487, -3.93824, -0.10786], [-0.86827, -4.88981, -0.84062], [-1.68278, -3.64460, -1.84964], [1.08611, -2.67775, 1.37429], [0.62830, -4.31591, 0.83104], [-0.56150, -3.36854, 1.70927], [1.07667, 3.59028, -1.85591], [0.88469, 4.86674, -0.64309], [-0.54932, 4.23025, -1.41768], [-1.56023, 3.64305, 0.81726], [-0.13406, 4.45500, 1.49828], [-0.59343, 2.82416, 2.04921], [1.71947, 2.13412, 1.59911], [2.19369, 3.67280, 0.84184], [2.36915, 2.12587, -0.07109], [-1.15414, 1.65952, -1.51329], [-1.17303, 0.67348, -2.03071], [-2.20198, 1.87554, -1.18571], [-0.85985, 2.36355, -2.32934], [-2.29662, -1.21692, -0.35422], [-2.87492, -2.01299, 0.10095], [-2.57496, -0.30229, 0.18336], [-2.63927, -1.13618, -1.40400], [0.46492, 1.01417, 3.06731], [-0.25625, 0.10198, 2.28303], [-0.21467, -1.09842, 3.00593], [-1.61240, 0.52948, 2.35036]],
  "forces_ev_per_angstrom": [[2.51, -1.63, 3.59], [4.87, 5.35, -6.74], [-4.11, -3.08, 4.01], [0.22, 0.28, -0.78], [-5.56, 0.86, 0.38], [1.27, 2.15, 1.10], [0.68, -1.94, -0.83], [1.27, -0.71, 0.21], [-0.37, -0.44, -0.05], [0.22, -0.55, -0.83], [-0.24, 0.26, -0.06], [-0.61, -0.81, 0.19], [-0.02, -0.11, -0.09], [-0.39, -0.10, 0.37], [0.06, 0.28, -0.05], [0.19, -0.25, -0.15], [-0.30, 0.47, -0.08], [-0.76, -1.08, -0.29], [0.20, -0.05, -0.49], [-0.07, 0.51, -0.09], [-0.11, -0.27, 0.48], [-0.36, -0.10, -0.04], [0.06, 0.39, 0.08], [0.50, 0.28, 0.00], [-0.08, 0.14, -0.08], [0.12, 0.10, -0.05], [0.22, -0.06, 0.01], [0.19, 0.08, -0.02], [-0.12, 0.05, 0.12], [0.09, 0.28, -0.22], [0.08, 0.08, -0.06], [0.28, -0.42, 0.10], [0.07, 0.32, 0.10], [-0.84, -0.36, -0.37], [0.00, 0.48, 0.56], [0.84, 0.09, -0.20], [-0.08, -0.37, 0.99], [-0.51, 0.35, -0.45], [0.13, -0.19, 0.18], [0.22, -0.06, -0.18], [0.24, -0.03, 0.37], [-1.00, -1.57, -1.53], [-1.56, 0.37, 2.74], [0.13, 1.81, -1.49], [2.42, -0.80, -0.34]],
  "lumo_energy_ev": [-11.6, -11.6],
  "homo_lumo_gap_ev": [4.6, 4.6],
  "e_homo_ev": [-16.24, -16.23],
  "charge": 2
}